DFT (ωB97M-V/def2-TZVPD) results for an isolated molecule of C3H6N2O3.

```
! wB97M-V def2-TZVPD RIJCOSX def2/J DEFGRID3
* xyz 0 1
C 0.267 -1.240 -0.714
N -0.706 0.474 0.529
C 1.258 -0.075 0.078
C -0.956 -0.409 -0.619
N -1.284 1.766 0.544
O 1.784 -0.542 1.240
O 1.778 0.819 -0.536
O -1.701 -0.053 -1.492
H 2.160 -1.432 1.204
H -0.512 0.156 1.471
H -0.663 2.380 0.015
H -2.167 1.691 0.043
H 0.516 -1.462 -1.749
H 0.226 -2.074 -0.015
*
```

Properties
Molecular weight (g mol⁻¹): 118.1
Strongest force on any atom (eV Å⁻¹): 4.80
LUMO level (eV): 0.379
SMILES: NNC(=O)CC(=O)O

Atomic partial charges in e from the Mulliken method, atoms 1 to 6:
1. C -0.65
2. N -0.06
3. C 0.75
4. C 0.49
5. N -0.75
6. O -0.52



DFT (ωB97M-V/def2-TZVPD) results for an isolated molecule of C3H9N3O.

```
! wB97M-V def2-TZVPD RIJCOSX def2/J DEFGRID3
* xyz 0 1
C 0.563 0.087 -2.662
C 0.108 -1.018 2.586
N -0.551 -0.299 -1.821
N 0.462 0.088 1.734
C -0.331 0.430 0.498
O -0.034 -0.528 -0.379
N -0.988 1.493 0.438
H -1.245 0.452 -1.848
H 0.768 0.910 2.240
H -1.293 1.810 -0.473
H 1.231 -0.771 -2.738
H 1.123 0.953 -2.285
H 0.179 0.293 -3.663
H 0.912 -1.197 3.304
H -0.830 -0.826 3.126
H -0.072 -1.878 1.942
*
```

Properties
Molecular weight (g mol⁻¹): 103.1
Strongest force on any atom (eV Å⁻¹): 3.89
LUMO level (eV): 0.937
SMILES: [H]/N=C(/NC)ONC

Atomic partial charges in e from the Mulliken method, atoms 1 to 6:
1. C -0.65
2. C -0.79
3. N -0.38
4. N -0.26
5. C 0.51
6. O -0.24